1.
Computed, not measured: 11 unconnected molecules or ions with the total composition C46H62F16O20, with wB97M-V/def2-TZVPD.

XYZ file:
```
144
Properties=species:S:1:pos:R:3:lowdin_charge:R:1
O -2.395 -1.411 6.588 0.066
C -3.146 -1.137 7.548 -0.499
O -2.750 -1.169 8.793 0.033
C -3.799 -1.014 9.788 -0.114
C -5.088 -1.094 8.978 -0.146
C -4.611 -0.886 7.533 -0.083
H -3.673 -0.037 10.254 0.128
H -3.716 -1.906 10.408 0.128
H -5.924 -0.444 9.235 0.115
H -5.442 -2.121 9.078 0.111
H -4.714 0.149 7.206 0.132
H -5.095 -1.581 6.848 0.130
O 1.315 10.869 -1.104 0.071
C 1.884 9.974 -0.467 -0.465
O 1.320 8.806 -0.121 0.017
C 2.354 7.865 0.356 -0.113
C 3.711 8.582 0.356 -0.154
C 3.402 9.936 -0.285 -0.074
H 2.299 7.125 -0.442 0.121
H 1.996 7.462 1.304 0.123
H 4.403 7.975 -0.228 0.109
H 4.129 8.686 1.356 0.110
H 3.769 9.765 -1.297 0.127
H 3.741 10.868 0.167 0.128
O 3.618 -10.608 -2.485 0.065
C 3.910 -10.645 -3.702 -0.451
O 3.135 -11.335 -4.570 0.016
C 3.727 -11.499 -5.889 -0.147
C 4.606 -10.318 -5.863 -0.184
C 5.106 -10.127 -4.422 -0.058
H 2.959 -11.492 -6.663 0.129
H 4.203 -12.472 -6.003 0.127
H 4.035 -9.472 -6.247 0.123
H 5.387 -10.381 -6.620 0.118
H 5.262 -9.071 -4.200 0.129
H 5.991 -10.690 -4.126 0.133
O -2.190 -9.885 -9.155 0.117
C -2.304 -9.400 -8.059 -0.458
O -2.584 -10.143 -6.959 0.024
C -2.858 -9.367 -5.827 -0.188
C -2.163 -8.043 -6.132 -0.156
C -2.404 -7.916 -7.632 -0.071
H -2.274 -9.743 -4.986 0.121
H -3.885 -9.388 -5.463 0.129
H -1.104 -8.118 -5.883 0.120
H -2.586 -7.223 -5.552 0.113
H -1.674 -7.420 -8.272 0.123
H -3.403 -7.545 -7.861 0.127
O -4.760 7.743 -3.228 0.112
C -5.489 6.802 -2.978 -0.461
O -6.839 6.939 -2.845 0.030
C -7.552 5.730 -2.633 -0.180
C -6.531 4.658 -2.743 -0.173
C -5.165 5.348 -2.793 -0.067
H -8.233 5.632 -3.478 0.122
H -8.192 5.584 -1.763 0.127
H -6.698 4.173 -3.705 0.110
H -6.533 3.854 -2.007 0.115
H -4.465 4.981 -3.544 0.132
H -4.815 5.387 -1.762 0.134
O 4.267 4.160 -7.458 0.086
C 3.278 3.832 -6.798 -0.446
O 2.079 3.707 -7.374 0.014
C 1.174 2.928 -6.618 -0.139
C 1.610 3.287 -5.176 -0.160
C 3.083 3.603 -5.285 -0.074
H 1.321 1.891 -6.919 0.127
H 0.139 3.201 -6.822 0.125
H 1.399 2.482 -4.473 0.106
H 1.029 4.096 -4.734 0.113
H 3.685 2.722 -5.065 0.123
H 3.419 4.441 -4.675 0.125
O -2.596 -1.564 -7.895 0.089
C -3.611 -1.551 -7.196 -0.495
O -3.404 -1.395 -5.894 0.041
C -4.604 -1.250 -5.161 -0.163
C -5.616 -0.975 -6.261 -0.160
C -5.040 -1.631 -7.567 -0.043
H -4.572 -0.394 -4.486 0.124
H -4.972 -2.088 -4.569 0.124
H -5.823 0.088 -6.384 0.111
H -6.617 -1.368 -6.087 0.108
H -5.370 -1.051 -8.429 0.132
H -5.371 -2.670 -7.546 0.131
O 7.530 -4.994 2.571 0.064
C 7.568 -6.237 2.694 -0.414
O 7.891 -6.847 3.873 0.028
C 7.919 -8.260 3.707 -0.163
C 7.935 -8.452 2.224 -0.208
C 7.303 -7.261 1.567 -0.065
H 6.976 -8.691 4.044 0.129
H 8.807 -8.742 4.116 0.131
H 7.415 -9.348 1.885 0.117
H 8.918 -8.675 1.809 0.118
H 6.215 -7.292 1.506 0.133
H 7.835 -6.967 0.662 0.129
O 3.763 4.229 6.012 0.127
C 3.779 3.586 7.010 -0.510
O 4.118 4.105 8.180 0.048
C 4.077 3.137 9.206 -0.178
C 3.216 2.006 8.685 -0.156
C 3.170 2.196 7.169 -0.062
H 3.657 3.501 10.144 0.126
H 5.106 2.826 9.388 0.125
H 2.242 2.159 9.151 0.115
H 3.719 1.085 8.978 0.116
H 2.175 2.006 6.766 0.126
H 3.779 1.485 6.611 0.124
C 2.985 -1.460 -1.286 -0.055
C 2.970 -2.768 -2.085 -0.438
C 2.367 -2.665 -3.513 -0.365
F 2.771 -1.546 -4.154 0.098
F 2.671 -3.679 -4.238 0.162
F 4.260 -3.122 -2.228 0.115
F 2.556 -3.749 -1.240 0.116
O 1.673 -0.989 -0.914 0.008
C 1.575 -0.059 0.147 -0.505
C 0.048 0.343 0.270 -0.271
F -0.182 1.382 1.108 0.089
F -0.619 0.586 -0.871 0.092
F 1.945 -0.758 1.210 0.164
F 2.479 0.906 -0.075 0.162
H 3.635 -0.805 -1.868 0.142
H 3.544 -1.744 -0.394 0.145
H 1.286 -2.594 -3.397 0.171
H -0.572 -0.459 0.670 0.169
C -3.303 7.859 5.679 -0.033
C -4.634 8.246 4.937 -0.465
C -5.610 7.068 4.938 -0.269
F -6.672 7.266 4.102 0.089
F -4.935 5.903 4.624 0.056
F -5.306 9.256 5.512 0.132
F -4.396 8.696 3.699 0.141
O -3.525 7.605 7.085 -0.010
C -2.978 6.403 7.685 -0.495
C -3.120 6.365 9.258 -0.291
F -4.389 6.543 9.706 0.101
F -2.427 5.386 9.849 0.112
F -3.695 5.409 7.136 0.142
F -1.696 6.332 7.394 0.177
H -2.700 8.765 5.601 0.140
H -2.665 7.070 5.281 0.142
H -5.987 6.905 5.947 0.168
H -2.558 7.255 9.541 0.163
```

## Properties
energy = -4892.5617 Ha
E_HOMO = -9.87 eV
SMILES = FC(F)C(F)(F)COC(F)(F)C(F)F.FC(F)C(F)(F)COC(F)(F)C(F)F.O=C1CCCO1.O=C1CCCO1.O=C1CCCO1.O=C1CCCO1.O=C1CCCO1.O=C1CCCO1.O=C1CCCO1.O=C1CCCO1.O=C1CCCO1


2.
Computed, not measured: 8 unconnected molecules or ions with the total composition C34H42N7O14, with wB97M-V/def2-TZVPD.

XYZ file:
```
97
Properties=species:S:1:pos:R:3:lowdin_charge:R:1
C 0.354 0.770 -0.733 -0.804
O -0.188 -0.176 -1.384 -0.089
O 1.172 0.467 0.314 0.034
O 0.460 1.935 -1.202 -0.063
H 1.294 -0.441 0.470 0.025
C -3.043 -3.192 1.618 -0.094
C -3.396 -3.673 2.952 -0.071
C -2.410 -3.465 4.014 0.070
C -0.959 -2.714 3.843 -0.054
C -0.674 -2.195 2.389 0.062
C -1.776 -2.553 1.350 -0.076
N -0.100 -2.391 4.928 -0.352
O -0.150 -2.931 6.041 0.047
O 0.951 -1.708 4.653 -0.012
H -3.857 -3.270 0.728 0.142
H -4.364 -4.025 3.136 0.069
H -2.710 -3.746 4.917 0.026
H 0.262 -1.480 2.090 0.132
H -1.739 -1.894 0.402 0.104
C -5.454 -0.933 -2.240 -0.067
C -3.945 -0.646 -2.670 0.020
C -3.656 -0.245 -4.132 0.064
C -4.759 -0.206 -5.215 -0.151
C -6.113 -0.507 -4.721 0.035
C -6.537 -0.871 -3.221 -0.064
N -4.466 0.244 -6.506 -0.403
O -5.414 0.365 -7.312 0.024
O -3.361 0.382 -6.904 0.106
H -5.737 -1.215 -1.191 0.084
H -3.025 -0.538 -2.094 0.061
H -2.672 0.050 -4.344 0.047
H -6.959 -0.402 -5.540 0.123
H -7.554 -0.837 -2.701 0.099
C -0.786 0.951 4.663 -0.088
C -1.239 0.948 3.228 -0.046
C -2.633 0.426 2.876 0.048
C -3.636 0.199 4.064 -0.168
C -3.078 0.246 5.506 0.065
C -1.630 0.709 5.792 -0.056
N -4.974 0.029 3.920 -0.341
O -5.778 0.125 4.974 -0.021
O -5.404 -0.293 2.783 0.026
H 0.308 1.109 4.750 0.096
H -0.432 1.001 2.372 0.114
H -3.019 0.445 1.718 0.155
H -3.651 -0.041 6.547 0.150
H -1.408 0.769 6.806 0.059
C -0.619 3.853 -5.691 -0.112
C -0.462 3.281 -7.154 -0.014
C 0.034 1.806 -7.275 -0.012
C 0.389 1.134 -6.012 -0.120
C -0.259 1.563 -4.666 0.090
C -0.661 3.095 -4.519 -0.052
N 1.073 -0.218 -6.077 -0.304
O 1.527 -0.796 -4.975 -0.006
O 0.910 -0.847 -7.104 0.049
H -0.685 5.013 -5.699 0.107
H -0.533 3.789 -8.125 0.065
H 0.412 1.170 -8.170 0.118
H 0.016 1.007 -3.752 0.073
H -0.667 3.596 -3.542 0.095
C 1.668 -3.371 -0.173 -0.275
O 1.666 -3.872 1.005 -0.059
N 2.688 -3.584 -1.011 -0.180
C 2.705 -3.032 -2.360 -0.062
C 3.759 -4.578 -0.747 -0.007
H 0.925 -2.795 -0.373 0.058
H 2.384 -3.771 -3.178 0.116
H 3.746 -2.777 -2.652 0.092
H 2.153 -2.148 -2.484 0.057
H 3.472 -5.491 -0.352 0.054
H 4.138 -4.054 0.119 0.084
H 4.253 -4.582 -1.787 0.114
C 3.493 3.754 0.139 -0.268
O 4.626 3.436 -0.179 -0.003
N 3.266 4.565 1.285 -0.189
C 1.819 4.638 1.720 -0.004
C 4.171 5.175 2.048 -0.146
H 2.482 3.200 -0.216 0.160
H 1.642 4.148 2.639 0.073
H 1.256 4.278 1.028 0.007
H 1.572 5.638 1.945 0.073
H 4.372 6.083 1.516 0.088
H 5.121 4.710 2.151 0.087
H 4.032 5.700 2.972 0.091
C 4.981 1.197 3.271 -0.307
O 6.081 1.705 3.696 -0.067
N 4.748 -0.080 3.142 -0.180
C 3.417 -0.556 2.672 -0.013
C 5.590 -1.150 3.541 -0.052
H 4.127 1.781 3.262 0.103
H 2.694 0.320 2.696 0.115
H 3.393 -1.521 2.986 0.043
H 3.456 -0.833 1.640 0.073
H 5.403 -1.503 4.647 0.140
H 6.628 -0.746 3.541 0.100
H 5.482 -1.908 2.877 0.043
```

## Properties
energy = -2756.4647 Ha
E_HOMO = -5.94 eV
net charge = -1


These records have energy relative to the best compared isomer or geometry (same formula, charge and spin) values of 118.8, 11.9 kcal/mol, in the order they appear.
These records have F_max values of 0.094, 0.175 Eh/bohr, in the order they appear.